Version i
DFT (ωB97M-V/def2-TZVPD) results for the molecule C3H8NOP.

```
14
Properties=species:S:1:pos:R:3
C -1.4255 -1.5022 0.5133
C 1.9510 -0.0313 -0.2118
C 0.7988 1.0243 -0.4027
N -2.2516 0.6059 -1.0129
O -0.1067 0.8976 0.6995
P -1.6040 0.2547 0.3753
H -2.2845 -2.0684 0.8062
H -0.8903 -2.0915 -0.2337
H 2.3295 0.0149 0.7451
H 1.8311 -1.0420 -0.4009
H 2.7633 0.2354 -0.8267
H 0.0631 0.8288 -1.2184
H 1.0272 2.1291 -0.3840
H -2.2016 0.7448 1.5517
```

Summary:
- Kohn-Sham gap (spin up / spin down) (eV) = 8.2 / 8.4
- HOMO (spin up / spin down) (eV) = -9.2 / -9.8
- spin multiplicity = 1

=====

Version ii
DFT (ωB97M-V/def2-TZVPD) results for a cluster of 2 separate species, C3H8NOP in total.

```
14
Properties=species:S:1:pos:R:3
C -0.1389 -0.1865 -0.1321
C 0.1628 0.4158 -2.5154
C 0.9665 -1.0171 0.4281
N -0.8331 0.7315 2.2191
O -1.4319 -0.4543 0.1356
P -1.0969 1.1293 0.5824
H 1.0633 0.0055 -2.0848
H 0.0846 1.4688 -2.5520
H -0.5659 -0.1852 -2.9429
H 0.8715 -2.0819 0.1311
H 1.1246 -0.8955 1.5118
H 1.7723 -0.7153 -0.1538
H -1.5161 0.1622 2.6765
H -0.4631 1.6225 2.6964
```

Summary:
- Kohn-Sham gap (spin up / spin down) (eV) = 8.5 / 8.3
- HOMO (spin up / spin down) (eV) = -7.8 / -7.5
- spin multiplicity = 1

=====

Most stable to least stable, the ends of the list are version ii and version i.

=====

Version i
DFT (ωB97M-V/def2-TZVPD) results for a cluster of 2 separate species, C2H5OP in total.

```
9
Properties=species:S:1:pos:R:3
C -0.7230 -1.9617 -0.3410
C 0.1505 0.7759 0.3821
O -0.1955 -2.7103 0.4479
P 0.1350 -1.0178 -1.6404
H -1.8722 -2.0144 -0.2896
H 0.0167 -0.0550 1.1115
H -0.7224 1.3795 0.1340
H 1.1070 1.2503 0.3991
H 1.2779 -1.9209 -1.3814
```

Summary:
- Kohn-Sham gap (spin up / spin down) (eV) = 8.1 / 8.1
- HOMO (spin up / spin down) (eV) = -9.1 / -9.1
- spin multiplicity = 1

=====

Version ii
DFT (ωB97M-V/def2-TZVPD) results for a structure of composition C2H5OP.

```
9
Properties=species:S:1:pos:R:3
C -0.3560 0.9205 0.2179
C 0.4867 -0.1179 -0.5417
O 1.3588 -0.8258 0.1598
P -1.7539 -0.4779 -0.1223
H -0.1504 0.9197 1.2589
H -0.4013 1.8714 -0.3176
H 0.4641 -0.0241 -1.5921
H 2.1101 -1.4134 -0.3180
H -1.7580 -0.8524 1.2550
```

Summary:
- Kohn-Sham gap (eV) = 7.9
- HOMO (eV) = -7.5
- spin multiplicity = 1

=====

Most stable to least stable, the ends of the list are version ii and version i.

=====

Version i
DFT (ωB97M-V/def2-TZVPD) results for the molecule C3H3NS2.

```
9
Properties=species:S:1:pos:R:3
C -1.0350 -0.3259 0.0320
C 0.4687 -0.1703 0.0720
C 0.9010 1.3536 -0.1035
N 1.0104 2.4758 -0.2521
S 1.4704 -1.1059 1.1374
S 1.5688 -1.2108 -0.9204
H -1.4209 0.6561 0.3115
H -1.4477 -1.1579 0.6225
H -1.5158 -0.5147 -0.8994
```

Summary:
- Kohn-Sham gap (eV) = 8.6
- HOMO (eV) = -9.0
- spin multiplicity = 1
- structure (SMILES) = CC1(C#N)SS1

=====

Version ii
DFT (ωB97M-V/def2-TZVPD) results for the molecule C3H3NS2.

```
9
Properties=species:S:1:pos:R:3
C -1.1126 0.6078 -1.7919
C 1.2102 0.4830 0.8224
C 0.4553 -0.6658 1.2167
N -0.2528 1.4409 -1.4731
S 1.1640 1.4908 -0.3236
S -2.0584 -0.5052 -2.2860
H -0.5834 -0.5123 0.9418
H 0.6716 -1.5329 0.7106
H 0.5061 -0.8064 2.1831
```

Summary:
- Kohn-Sham gap (eV) = 8.5
- HOMO (eV) = -8.9
- spin multiplicity = 1

=====

Most stable to least stable, the ends of the list are version i and version ii.

=====

Version i
DFT (ωB97M-V/def2-TZVPD) results for the molecule C3H3NS2.

```
9
Properties=species:S:1:pos:R:3
C 0.3644 0.1220 0.1650
S 1.0348 -1.4850 0.8792
C 0.3461 -2.6600 -0.0179
S 1.5026 -4.5258 0.5297
C -0.4110 -2.9685 -1.1162
N -1.0777 -3.2266 -1.9997
H 1.1499 0.7322 0.2438
H -0.5284 0.4679 0.8314
H 0.1214 -0.2188 -0.8801
```

Summary:
- Kohn-Sham gap (spin up / spin down) (eV) = 7.2 / 5.7
- HOMO (spin up / spin down) (eV) = -9.1 / -8.2
- spin multiplicity = 1
- structure (SMILES) = CSC(=S)C#N

=====

Version ii
DFT (ωB97M-V/def2-TZVPD) results for the molecule C3H3NS2.

```
9
Properties=species:S:1:pos:R:3
C -0.9425 1.5751 0.5474
C 0.1988 1.2550 0.1154
N 1.3764 0.8327 -0.4813
C 2.2923 0.0000 -0.0309
S 3.8042 0.6223 0.2525
S 1.8436 -1.6906 0.4651
H -1.7661 0.8778 0.4952
H -1.3686 2.3412 1.0606
H 2.8284 -2.4495 0.0756
```

Summary:
- Kohn-Sham gap (eV) = 7.7
- HOMO (eV) = -8.5
- spin multiplicity = 1
- structure (SMILES) = C=C=NC(=S)S

=====

Most stable to least stable, the ends of the list are version ii and version i.